This record from OMol25 describes one molecule with the formula C4H9NOS. The level of theory is ωB97M-V/def2-TZVPD.

XYZ file:
```
16
Properties=species:S:1:pos:R:3:forces:R:3:nbo_charge:R:1
S -0.37968 -0.40507 1.17886 2.5524 0.4502 0.2847 1.047
O 2.06333 -1.27503 1.20123 1.5147 0.4678 1.5802 -0.620
N 0.72151 -1.44361 1.61041 -1.6334 -1.7760 0.8969 -0.659
C -1.45137 -0.37924 -1.29070 -1.7872 0.1712 0.8620 -0.368
C 0.27237 1.31718 1.68229 -0.0306 -2.1151 -2.1331 -0.779
C 0.92306 -0.26034 -1.29229 1.5196 2.8019 2.1506 -0.651
C -0.34872 -0.24694 -0.60571 -1.0331 -0.5684 0.3116 -0.213
H 0.21208 1.22015 2.74354 0.2255 0.6269 0.5457 0.236
H 0.87443 -0.43717 -2.33049 -0.1846 0.2923 -1.1857 0.221
H -0.52289 1.75354 1.15632 -1.1722 1.9783 0.0860 0.211
H 1.20699 1.57100 1.15057 -0.2826 -0.3668 0.8858 0.236
H 1.34930 0.76685 -0.94397 0.2331 -1.7192 -1.3175 0.207
H -2.45158 -0.49229 -0.90303 -0.0532 0.0607 0.3997 0.203
H 2.55478 -1.47734 2.06314 -1.0099 0.4466 -1.8653 0.476
H 1.48489 -1.02650 -0.82796 1.0918 -0.6233 0.2426 0.260
H -1.38977 -0.31727 -2.32786 0.0497 -0.1271 -1.7443 0.192
```
Positions in Å, forces in eV/Å.

Properties
Calculated total energy: -685.8039 hartree
Molecular weight: 119.189 g mol⁻¹
Total charge: 0
Lowest unoccupied orbital energy: 0.78 eV
Energy relative to the best compared isomer or geometry (same formula, charge and spin): 5.852 eV
Highest occupied orbital energy: -7.76 eV